Record 1
C51H144Cl3F9N13O24S3 | ωB97M-V with the def2-TZVPD basis set

Structure (ORCA input):
```
! RIJCOSX wB97M-V def2-TZVPD def2/J DEFGRID3
* xyz 5 1
C 3.353 0.041 0.552
C 3.332 1.495 0.460
C 4.699 2.095 0.191
O 4.558 3.506 -0.078
C 4.795 3.895 -1.406
N 2.350 1.855 -0.660
H 2.320 2.890 -0.673
H 2.798 1.522 -1.622
H 1.399 1.479 -0.476
H 2.340 -0.341 0.756
H 3.987 -0.365 1.355
H 3.702 -0.428 -0.430
H 2.954 2.019 1.315
H 5.161 1.616 -0.691
H 5.297 1.938 1.097
H 5.852 3.863 -1.626
H 4.339 4.827 -1.697
H 4.307 3.181 -2.093
C -1.618 7.917 6.060
C -2.929 8.088 5.310
C -2.860 9.278 4.365
O -4.098 9.414 3.730
C -4.125 10.396 2.645
N -3.001 6.780 4.384
H -3.650 6.098 4.788
H -3.402 6.972 3.455
H -2.057 6.296 4.309
H -1.728 7.113 6.775
H -1.402 8.852 6.585
H -0.767 7.789 5.355
H -3.862 8.059 5.904
H -1.985 9.172 3.702
H -2.663 10.220 4.874
H -3.946 11.428 2.997
H -5.178 10.404 2.375
H -3.400 10.051 1.831
C 0.829 -3.710 -1.667
C 2.216 -3.144 -1.822
C 3.262 -4.162 -1.892
O 4.505 -3.509 -1.665
C 5.591 -4.281 -1.141
N 2.462 -2.304 -3.089
H 2.148 -2.791 -3.914
H 2.139 -1.378 -3.005
H 3.503 -2.336 -3.214
H 0.464 -4.206 -2.546
H 0.178 -2.886 -1.460
H 0.957 -4.324 -0.797
H 2.445 -2.452 -1.000
H 3.240 -4.671 -2.917
H 3.162 -4.882 -1.114
H 6.515 -3.820 -1.324
H 5.520 -5.292 -1.642
H 5.561 -4.414 -0.072
C -4.702 -2.477 4.436
C -4.635 -3.722 3.560
C -5.882 -4.571 3.544
O -5.789 -5.574 2.428
C -6.995 -6.365 2.429
N -4.258 -3.233 2.149
H -3.361 -2.780 2.238
H -4.190 -4.032 1.516
H -5.005 -2.673 1.673
H -4.958 -2.800 5.417
H -5.535 -1.830 4.174
H -3.780 -1.909 4.470
H -3.825 -4.360 3.956
H -6.789 -4.027 3.427
H -5.919 -5.032 4.496
H -7.046 -7.003 1.526
H -7.926 -5.783 2.430
H -6.951 -6.959 3.327
C 13.242 -11.562 8.218
C 13.127 -10.127 7.847
C 11.671 -9.632 8.117
O 11.657 -8.271 7.702
C 10.313 -7.786 7.496
N 14.029 -9.281 8.616
H 14.996 -9.402 8.350
H 13.775 -8.306 8.469
H 13.791 -9.346 9.643
H 12.688 -12.209 7.470
H 12.699 -11.620 9.144
H 14.243 -11.928 8.326
H 13.371 -10.021 6.771
H 11.369 -9.657 9.158
H 11.057 -10.181 7.394
H 10.379 -6.743 7.691
H 9.689 -8.305 8.228
H 9.968 -8.060 6.516
C 0.130 -4.174 -10.283
C -0.523 -3.143 -9.437
C -1.545 -3.674 -8.415
O -2.467 -2.729 -7.896
C -3.626 -2.565 -8.850
N 0.529 -2.271 -8.773
H 1.427 -2.600 -8.993
H 0.535 -1.318 -8.988
H 0.525 -2.340 -7.709
H 1.010 -3.851 -10.847
H -0.627 -4.555 -11.001
H 0.614 -4.935 -9.622
H -1.044 -2.513 -10.128
H -1.007 -4.178 -7.597
H -2.166 -4.443 -8.993
H -3.508 -1.682 -9.467
H -4.574 -2.496 -8.229
H -3.571 -3.453 -9.479
C 2.925 3.041 -6.013
C 1.650 2.251 -6.066
C 1.879 1.141 -7.065
O 0.689 0.450 -7.444
C -0.056 1.008 -8.534
N 1.365 1.729 -4.753
H 0.461 1.271 -4.639
H 2.091 1.049 -4.274
H 1.278 2.494 -4.019
H 3.772 2.522 -5.499
H 2.648 3.879 -5.420
H 3.228 3.307 -6.995
H 0.837 2.959 -6.416
H 2.558 0.422 -6.676
H 2.390 1.453 -8.012
H -0.210 2.026 -8.285
H -0.983 0.569 -8.808
H 0.507 0.978 -9.495
C -12.102 -2.322 -0.261
C -10.868 -1.459 0.125
C -11.319 0.020 0.311
O -10.321 0.697 1.141
C -9.425 1.516 0.368
N -10.116 -1.825 1.406
H -10.564 -2.406 2.067
H -9.230 -2.186 1.110
H -9.958 -0.973 1.930
H -12.980 -2.137 0.387
H -11.922 -3.404 -0.012
H -12.301 -2.284 -1.359
H -10.180 -1.497 -0.756
H -12.271 0.075 0.831
H -11.383 0.512 -0.635
H -8.584 1.733 1.020
H -10.025 2.429 0.112
H -9.059 1.085 -0.554
C -0.261 0.982 7.304
C 1.241 0.791 7.152
C 2.093 0.818 8.462
O 3.385 0.510 8.200
C 4.234 0.734 9.344
N 1.492 -0.596 6.622
H 1.179 -0.733 5.611
H 2.526 -0.727 6.706
H 1.001 -1.272 7.209
H -0.894 0.110 6.995
H -0.620 1.857 6.764
H -0.500 1.178 8.362
H 1.605 1.437 6.353
H 1.643 0.104 9.162
H 2.053 1.811 8.952
H 4.030 -0.001 10.132
H 3.980 1.777 9.559
H 5.250 0.567 8.963
C -0.907 6.216 -1.282
C -1.834 5.066 -1.296
C -2.394 4.610 -2.633
O -3.447 3.754 -2.262
C -3.707 2.815 -3.301
N -1.333 3.864 -0.649
H -1.144 3.969 0.348
H -2.087 3.153 -0.663
H -0.516 3.406 -1.104
H -1.384 6.949 -1.947
H 0.014 5.905 -1.720
H -0.825 6.719 -0.297
H -2.691 5.390 -0.726
H -1.552 4.093 -3.134
H -2.843 5.429 -3.195
H -4.417 2.073 -2.911
H -2.834 2.335 -3.750
H -4.215 3.247 -4.110
C 5.291 10.610 -0.782
C 6.338 9.700 -1.447
C 7.712 10.029 -0.821
O 7.588 9.705 0.560
C 8.819 9.700 1.238
N 6.036 8.294 -0.972
H 6.314 8.263 0.057
H 5.010 8.090 -1.064
H 6.632 7.593 -1.430
H 5.463 10.963 0.239
H 4.375 10.023 -0.801
H 5.206 11.450 -1.468
H 6.344 9.679 -2.575
H 8.099 11.076 -1.052
H 8.495 9.362 -1.206
H 9.423 10.608 1.235
H 9.552 8.974 0.829
H 8.631 9.380 2.282
C -4.420 -4.699 -5.093
C -3.582 -3.872 -4.057
C -3.137 -4.777 -2.918
O -2.304 -5.770 -3.526
C -1.618 -6.650 -2.639
N -2.333 -3.344 -4.719
H -2.431 -2.778 -5.563
H -1.752 -2.770 -4.084
H -1.820 -4.174 -4.871
H -5.358 -4.966 -4.551
H -3.964 -5.600 -5.506
H -4.571 -4.092 -5.981
H -4.258 -3.103 -3.806
H -4.051 -5.233 -2.445
H -2.683 -4.217 -2.150
H -1.499 -6.296 -1.663
H -0.664 -6.924 -3.094
H -2.216 -7.544 -2.517
C -0.705 -0.361 2.110
F -0.131 -1.151 1.196
F 0.073 0.684 2.163
F -1.956 0.024 1.737
S -0.989 -1.238 3.629
O -1.798 -0.538 4.622
O -1.656 -2.478 3.069
O 0.338 -1.406 4.167
C -7.616 -4.180 -0.855
F -7.182 -5.220 -0.164
F -7.303 -4.255 -2.143
F -8.965 -4.168 -0.704
S -6.896 -2.661 -0.057
O -7.163 -2.818 1.352
O -5.499 -2.733 -0.242
O -7.637 -1.533 -0.584
C -2.267 -0.714 -1.736
F -3.241 -0.015 -1.234
F -1.969 -1.727 -0.884
F -2.693 -1.202 -2.897
S -0.767 0.346 -2.026
O -1.123 0.980 -3.262
O -0.551 1.187 -0.868
O 0.328 -0.589 -2.219
Cl 1.303 4.001 -2.562
Cl 3.753 0.398 -3.184
Cl 0.655 -3.389 -5.685
N -1.253 4.813 2.628
O -0.469 4.029 2.066
O -2.330 5.094 2.103
O -0.896 5.303 3.710
*
```

Maximum force: 4.46 eV Å⁻¹
E_tot: -218220.403 eV


Record 2
C51H148N18O17 | ωB97M-V with the def2-TZVPD basis set

Structure (ORCA input):
```
! RIJCOSX wB97M-V def2-TZVPD def2/J DEFGRID3
* xyz 0 1
C 0.098 -0.105 -4.724
O -0.787 0.656 -4.535
N 0.017 -1.208 -5.430
N 1.155 0.005 -4.068
H -0.864 -1.326 -5.910
H 0.731 -1.923 -5.422
H 1.316 0.843 -3.529
H 1.929 -0.579 -4.351
C -2.159 3.601 -5.457
O -2.442 4.754 -5.684
N -2.140 2.697 -6.352
N -2.157 3.115 -4.216
H -2.417 2.962 -7.286
H -1.957 1.726 -6.143
H -1.982 2.131 -4.069
H -2.284 3.713 -3.412
C -3.454 6.008 -2.352
O -3.027 4.875 -2.183
N -3.500 6.977 -1.542
N -3.626 6.493 -3.560
H -3.311 6.796 -0.566
H -3.389 7.906 -1.921
H -3.730 7.494 -3.653
H -3.403 5.808 -4.268
C 0.425 6.269 -3.904
C 0.820 7.466 -4.832
C 2.157 7.165 -5.614
O 3.242 6.581 -4.861
C 4.509 6.503 -5.522
N -0.332 7.713 -5.759
H 0.190 5.450 -4.585
H -0.418 6.563 -3.279
H 1.248 6.014 -3.237
H 0.960 8.364 -4.231
H 2.502 8.052 -6.146
H 1.961 6.407 -6.372
H 5.278 6.234 -4.798
H 4.829 7.467 -5.918
H 4.511 5.646 -6.196
H -1.066 7.303 -5.199
H -0.373 7.076 -6.541
C 2.616 -3.820 -1.006
C 3.875 -3.128 -0.331
C 3.671 -2.356 0.971
O 4.901 -1.635 1.476
C 4.574 -1.110 2.744
N 4.828 -4.184 -0.170
H 2.919 -4.375 -1.894
H 1.965 -3.043 -1.408
H 2.035 -4.570 -0.470
H 4.346 -2.490 -1.080
H 3.249 -3.052 1.696
H 2.881 -1.697 0.612
H 4.083 -1.832 3.396
H 4.024 -0.190 2.546
H 5.502 -0.685 3.127
H 5.499 -3.997 0.562
H 4.400 -4.919 0.376
C -3.459 -5.352 3.167
C -4.603 -5.863 4.049
C -4.387 -7.264 4.619
O -5.521 -7.728 5.394
C -5.361 -8.968 6.010
N -4.780 -4.942 5.120
H -3.265 -5.957 2.281
H -2.594 -5.084 3.774
H -3.573 -4.363 2.724
H -5.547 -6.021 3.528
H -3.536 -7.340 5.296
H -4.251 -7.933 3.769
H -6.296 -9.065 6.563
H -4.503 -8.877 6.676
H -5.256 -9.816 5.334
H -4.020 -5.065 5.772
H -5.535 -5.407 5.604
C 1.630 5.671 1.172
C 0.180 5.290 1.495
C 0.207 3.957 2.289
O -1.092 3.562 2.521
C -1.458 2.869 3.752
N -0.435 6.340 2.257
H 2.316 5.125 1.820
H 1.853 6.738 1.185
H 1.946 5.315 0.192
H -0.518 5.135 0.672
H 0.709 4.094 3.246
H 0.745 3.116 1.851
H -2.504 2.566 3.797
H -1.252 3.401 4.681
H -0.934 1.923 3.889
H -1.287 5.874 2.534
H -0.796 6.907 1.503
C -5.778 2.352 -2.464
C -5.290 1.877 -1.056
C -4.300 0.739 -1.265
O -4.885 -0.213 -2.076
C -4.071 -1.363 -2.352
N -4.694 3.055 -0.422
H -6.444 1.589 -2.867
H -4.923 2.681 -3.056
H -6.375 3.254 -2.328
H -6.066 1.441 -0.425
H -3.748 0.383 -0.395
H -3.423 1.045 -1.836
H -4.076 -2.106 -1.554
H -3.049 -1.067 -2.587
H -4.398 -1.897 -3.244
H -5.413 3.729 -0.641
H -3.878 3.469 -0.851
C -1.327 -4.075 -3.437
C -1.960 -5.315 -2.806
C -2.002 -5.283 -1.216
O -0.663 -5.578 -0.716
C -0.621 -5.484 0.740
N -3.256 -5.553 -3.376
H -1.270 -4.039 -4.525
H -0.288 -3.932 -3.139
H -1.972 -3.269 -3.089
H -1.309 -6.160 -3.033
H -2.605 -6.100 -0.819
H -2.433 -4.365 -0.816
H -0.754 -4.466 1.107
H 0.335 -5.901 1.056
H -1.460 -6.071 1.112
H -3.396 -6.546 -3.260
H -3.289 -5.436 -4.379
C 1.745 2.474 5.910
C 3.071 1.789 5.577
C 3.780 2.454 4.347
O 5.019 1.692 4.251
C 5.931 2.297 3.429
N 3.916 1.988 6.725
H 1.135 2.187 5.053
H 1.893 3.529 6.140
H 1.190 1.968 6.699
H 2.930 0.714 5.458
H 4.002 3.514 4.463
H 3.210 2.481 3.418
H 5.388 2.693 2.571
H 6.655 1.573 3.056
H 6.301 3.231 3.852
H 4.857 1.668 6.548
H 3.588 1.644 7.617
C 4.760 1.554 -0.893
C 6.148 0.866 -1.111
C 7.159 1.274 0.039
O 7.390 2.658 0.153
C 8.702 3.009 0.744
N 5.853 -0.510 -1.309
H 4.027 1.294 -1.656
H 4.917 2.623 -1.038
H 4.240 1.364 0.046
H 6.522 1.235 -2.066
H 8.094 0.752 -0.164
H 6.839 0.889 1.007
H 8.715 2.557 1.736
H 8.920 4.062 0.925
H 9.527 2.581 0.175
H 5.493 -0.928 -0.463
H 5.032 -0.518 -1.899
C 0.809 -5.231 4.548
C 1.591 -4.139 3.926
C 0.961 -2.768 4.202
O 0.568 -2.595 5.545
C -0.165 -1.422 5.881
N 2.980 -4.210 4.355
H 0.730 -5.042 5.619
H 1.404 -6.124 4.362
H -0.202 -5.249 4.142
H 1.453 -4.169 2.846
H 0.079 -2.631 3.577
H 1.672 -1.993 3.918
H -0.864 -0.934 5.202
H 0.535 -0.606 6.063
H -0.709 -1.496 6.822
H 3.247 -3.512 5.034
H 3.177 -5.127 4.728
C 3.127 -4.360 -6.404
C 4.153 -4.006 -5.306
C 3.566 -2.982 -4.236
O 3.126 -1.758 -4.796
C 4.141 -0.856 -5.222
N 4.564 -5.216 -4.604
H 2.678 -3.438 -6.773
H 2.393 -5.016 -5.935
H 3.540 -4.790 -7.316
H 5.034 -3.593 -5.797
H 4.230 -2.762 -3.400
H 2.612 -3.370 -3.879
H 4.650 -1.282 -6.087
H 4.880 -0.615 -4.459
H 3.692 0.073 -5.574
H 4.900 -5.884 -5.283
H 3.742 -5.762 -4.391
C 0.680 0.039 1.872
C -0.085 -0.086 0.512
C 0.767 0.576 -0.649
O 0.928 1.949 -0.744
C -0.199 2.697 -1.223
N -0.177 -1.520 0.153
H 0.044 -0.273 2.701
H 0.912 1.070 2.138
H 1.611 -0.492 2.071
H -1.091 0.332 0.569
H 0.353 0.209 -1.588
H 1.790 0.202 -0.645
H -0.500 2.185 -2.138
H -0.055 3.761 -1.407
H -1.054 2.663 -0.548
H -0.831 -1.803 -0.563
H -0.511 -1.913 1.021
C -4.356 -1.497 1.984
C -5.738 -1.650 2.654
C -6.806 -0.950 1.769
O -6.702 0.448 2.116
C -7.805 1.197 1.654
N -6.156 -3.051 2.762
H -3.639 -2.114 2.526
H -4.044 -0.454 1.927
H -4.340 -1.779 0.931
H -5.623 -1.307 3.682
H -7.804 -1.349 1.949
H -6.566 -1.149 0.725
H -8.537 1.217 2.461
H -8.260 0.922 0.703
H -7.587 2.255 1.509
H -5.438 -3.556 3.261
H -6.871 -3.064 3.475
O -4.798 2.314 2.272
H -4.586 2.511 1.359
H -5.371 1.548 2.225
O -3.075 4.805 1.263
H -3.525 4.084 0.824
H -2.368 4.384 1.753
*
```

Maximum force: 7.48 eV Å⁻¹
E_tot: -116907.522 eV